Entry 1:
DFT (the ωB97M-V functional and the def2-TZVPD basis) results for a structure of composition C7H15AsCl12F6NiO9P2Y2 at a distorted geometry.

Atoms and positions in Å:
1 Y 9.56784 9.53415 -22.73490
2 Y 12.56893 7.47894 -24.52608
3 Ni 7.70561 6.74469 -23.88137
4 C 6.18405 9.17541 -22.31193
5 O 7.30472 8.38954 -22.66423
6 H 5.37599 8.51097 -21.99623
7 H 5.89478 9.81072 -23.15870
8 H 6.38964 9.87127 -21.48581
9 P 9.47427 8.04891 -25.49475
10 O 8.10520 7.33738 -25.69943
11 O 9.57014 9.58514 -25.24251
12 O 10.83523 7.33582 -25.82103
13 O 9.40689 7.71767 -23.98048
14 P 12.28695 9.93863 -22.54150
15 O 13.40106 8.93988 -23.14420
16 O 11.34709 9.44859 -21.40642
17 O 11.48040 9.14239 -23.67440
18 O 11.30130 10.90904 -23.28052
19 As 10.18975 5.66601 -21.60572
20 F 10.68290 4.06377 -22.02605
21 F 8.89619 5.42916 -22.81803
22 F 9.72180 7.35491 -21.38791
23 F 11.44095 5.79682 -20.42531
24 F 11.33056 6.25428 -22.85182
25 F 9.08315 5.11225 -20.38483
26 C 7.41969 2.35884 -19.62812
27 Cl 7.98624 1.16903 -18.46783
28 Cl 5.82277 2.01386 -20.29981
29 H 7.41126 3.37896 -19.25062
30 H 8.15223 2.42950 -20.43038
31 C 7.99777 7.26547 -18.14977
32 Cl 7.12012 8.74301 -18.60074
33 Cl 9.74834 7.56192 -18.14493
34 H 7.67036 6.90846 -17.18038
35 H 7.75298 6.52969 -18.90769
36 C 8.91027 2.47388 -24.28933
37 Cl 8.87757 3.70631 -25.52106
38 Cl 7.53255 2.52170 -23.19009
39 H 9.11146 1.48634 -24.69513
40 H 9.78765 2.68966 -23.68279
41 C 15.78749 5.70113 -21.93563
42 Cl 16.65216 4.49956 -22.84540
43 Cl 14.21029 6.07866 -22.66514
44 H 15.59244 5.37585 -20.91907
45 H 16.31832 6.64617 -21.92715
46 C 12.63972 4.59721 -17.63315
47 Cl 14.12044 4.24313 -18.59256
48 Cl 12.37939 3.38028 -16.36884
49 H 12.90291 5.52697 -17.14930
50 H 11.78105 4.59109 -18.28891
51 C 13.78066 8.76541 -19.33544
52 Cl 15.50954 8.58452 -19.65783
53 Cl 13.28591 8.22866 -17.72497
54 H 13.49027 9.80150 -19.46607
55 H 13.25551 8.18813 -20.08961

Properties
- HOMO (alpha / beta) (Ha) = -0.292 / -0.294
- E (Eh) = -11578.19479
- multiplicity = 3
- frontier orbital gap (alpha / beta) (eV) = 6.230 / 6.274
- max |F| (eV Å⁻¹) = 9.76
- energy above the lowest of the compared OMol25 structures with the same formula, charge and spin (kcal/mol) = 0.0

Here are the Mulliken charges for atoms 1 to 2, given in e: number 1, Y, carries 1.202; number 2, Y, carries 1.395



Entry 2:
DFT (the ωB97M-V functional and the def2-TZVPD basis) results for a structure of composition C34H52N4O5PS2Ti at a distorted geometry.

Atoms and positions in Å:
1 Ti -0.86870 0.47538 -0.31033
2 N -1.04255 2.28683 1.21776
3 C -0.14507 2.59589 2.34748
4 C 0.77266 3.57247 2.03382
5 C 1.89268 3.75606 2.87756
6 C 1.99475 2.98001 4.01960
7 C 0.91258 2.17607 4.45110
8 C -0.13663 1.92478 3.60006
9 S 3.52141 2.97193 5.05413
10 O 3.26241 1.93418 6.03720
11 O 3.55533 4.33733 5.54863
12 O 4.59180 2.62966 4.12990
13 H -1.07718 3.10430 0.54413
14 H -2.01367 2.00968 1.55574
15 H 0.74395 4.08738 1.10051
16 H 2.74080 4.39328 2.59711
17 H 0.93547 1.69106 5.42006
18 H -0.97114 1.23914 3.86076
19 C -3.60027 2.97877 -2.24978
20 C -3.37519 2.10667 -1.05766
21 C -4.45570 1.02012 -0.91357
22 O -2.06891 1.47408 -1.17279
23 H -4.53758 3.56162 -2.03916
24 H -3.62889 2.38973 -3.18207
25 H -2.78406 3.67333 -2.30924
26 H -3.37929 2.70412 -0.14178
27 H -4.43009 0.44513 -1.86430
28 H -5.45530 1.46923 -0.73216
29 H -4.19170 0.40232 -0.09979
30 C -2.80895 -1.56364 5.85819
31 C -3.10227 -0.79846 4.60907
32 C -3.98386 0.30212 4.57198
33 C -4.03546 0.97905 3.40005
34 N -3.28577 0.62327 2.31291
35 C -2.64179 -0.49252 2.42885
36 S -2.07447 -1.21061 0.86971
37 N -2.41010 -1.18249 3.54438
38 H -2.71861 -0.95563 6.75558
39 H -1.93566 -2.19092 5.65425
40 H -3.67072 -2.23774 5.97231
41 H -4.52212 0.59670 5.45326
42 H -4.59948 1.92009 3.23919
43 O 1.07459 0.30390 0.24494
44 C 2.04938 -0.45587 0.50928
45 C 2.10490 -1.47952 1.64957
46 C 2.80865 -0.65720 2.75929
47 C 4.10770 0.00889 2.42625
48 C 4.07368 1.29797 1.51886
49 C 3.90930 0.94446 0.04754
50 N 3.19651 -0.30693 -0.19520
51 H 2.64596 -2.35245 1.37399
52 H 1.09947 -1.78925 1.96055
53 H 2.86258 -1.26773 3.66537
54 H 2.05563 0.13181 3.00082
55 H 4.84506 -0.74594 2.07207
56 H 4.57605 0.31531 3.37897
57 H 4.92994 1.93670 1.67024
58 H 3.24209 1.89995 1.91369
59 H 4.86568 0.80655 -0.41464
60 H 3.41575 1.69791 -0.47578
61 H 3.76007 -1.07696 0.07287
62 C -1.40723 -2.95618 -4.36823
63 C -1.73196 -1.86128 -3.34135
64 C -2.50269 -2.46586 -2.20672
65 C -2.60197 -0.68764 -3.89666
66 P -0.21414 -1.04440 -2.52807
67 C 0.89740 -2.43532 -2.22056
68 C 1.83459 -2.94302 -3.10144
69 C 2.49947 -4.11973 -2.79647
70 C 2.28886 -4.85726 -1.69041
71 C 1.34335 -4.42476 -0.79372
72 C 0.70864 -3.24342 -1.06183
73 C 0.70306 0.11760 -3.73999
74 C 0.11719 1.52905 -3.79262
75 C 2.11754 0.34140 -3.17081
76 C 0.78947 -0.44121 -5.16441
77 H -2.42183 -3.36673 -4.65821
78 H -0.79859 -3.78432 -4.03989
79 H -0.91026 -2.54951 -5.24537
80 H -3.42375 -2.98217 -2.60194
81 H -2.78583 -1.66824 -1.49933
82 H -1.94139 -3.21186 -1.73321
83 H -3.62644 -0.98832 -4.13654
84 H -2.13418 -0.28595 -4.80280
85 H -2.68743 0.15655 -3.16998
86 H 2.30376 -2.38362 -3.90584
87 H 3.21728 -4.54955 -3.46544
88 H 2.78723 -5.81733 -1.64932
89 H 1.10896 -4.97433 0.12408
90 H -0.04044 -2.82238 -0.38536
91 H -0.10579 1.96362 -2.80607
92 H -0.80882 1.59518 -4.39608
93 H 0.88010 2.13823 -4.31421
94 H 2.16117 0.82232 -2.19299
95 H 2.72339 0.98138 -3.86578
96 H 2.75606 -0.52083 -3.00272
97 H -0.23040 -0.54807 -5.52355
98 H 1.31633 -1.42409 -5.19568
99 H 1.22363 0.32072 -5.83184

Properties
- HOMO (alpha / beta) (Ha) = -0.283 / -0.283
- E (Eh) = -3909.26245
- multiplicity = 2
- frontier orbital gap (alpha / beta) (eV) = 7.495 / 7.562
- max |F| (eV Å⁻¹) = 2.66
- energy above the lowest of the compared OMol25 structures with the same formula, charge and spin (kcal/mol) = 0.0

Here are the Mulliken charges for atoms 1 to 2, given in e: number 1, Ti, carries 0.571; number 2, N, carries -0.441



Entry 3:
DFT (the ωB97M-V functional and the def2-TZVPD basis) results for a structure of composition C7H8 at a distorted geometry.

Atoms and positions in Å:
1 C 0.53594 1.94456 0.62893
2 C 0.91982 2.06206 -0.62816
3 C -0.16374 1.02904 1.53839
4 C -0.51244 0.08036 0.69210
5 C 0.20324 0.54107 -0.59146
6 C -1.28138 -1.14610 0.58846
7 C 1.34277 -0.36543 -1.03202
8 H -0.39510 1.26366 2.62011
9 H -0.91489 0.60834 -1.48151
10 H -0.88378 -1.75415 -0.25794
11 H -2.27493 -0.93868 0.19928
12 H -1.44966 -1.84377 1.32115
13 H 2.09899 -0.32022 -0.29055
14 H 1.84263 0.10448 -1.97649
15 H 0.93254 -1.26523 -1.33029

Properties
- HOMO (Ha) = -0.325
- E (Eh) = -271.26875
- multiplicity = 1
- frontier orbital gap (eV) = 9.288
- max |F| (eV Å⁻¹) = 4.43
- energy above the lowest of the compared OMol25 structures with the same formula, charge and spin (kcal/mol) = 164.8

Here are the Mulliken charges for atoms 1 to 2, given in e: number 1, C, carries 0.228; number 2, C, carries -0.861



Q: The highest E belongs to which entry?
A: C7H8



Q: The highest E belongs to which entry?
A: C7H8



What did the first record say?
DFT (the ωB97M-V functional and the def2-TZVPD basis) results for a structure of composition C7H15AsCl12F6NiO9P2Y2 at a distorted geometry.

Atoms and positions in Å:
1 Y 9.56784 9.53415 -22.73490
2 Y 12.56893 7.47894 -24.52608
3 Ni 7.70561 6.74469 -23.88137
4 C 6.18405 9.17541 -22.31193
5 O 7.30472 8.38954 -22.66423
6 H 5.37599 8.51097 -21.99623
7 H 5.89478 9.81072 -23.15870
8 H 6.38964 9.87127 -21.48581
9 P 9.47427 8.04891 -25.49475
10 O 8.10520 7.33738 -25.69943
11 O 9.57014 9.58514 -25.24251
12 O 10.83523 7.33582 -25.82103
13 O 9.40689 7.71767 -23.98048
14 P 12.28695 9.93863 -22.54150
15 O 13.40106 8.93988 -23.14420
16 O 11.34709 9.44859 -21.40642
17 O 11.48040 9.14239 -23.67440
18 O 11.30130 10.90904 -23.28052
19 As 10.18975 5.66601 -21.60572
20 F 10.68290 4.06377 -22.02605
21 F 8.89619 5.42916 -22.81803
22 F 9.72180 7.35491 -21.38791
23 F 11.44095 5.79682 -20.42531
24 F 11.33056 6.25428 -22.85182
25 F 9.08315 5.11225 -20.38483
26 C 7.41969 2.35884 -19.62812
27 Cl 7.98624 1.16903 -18.46783
28 Cl 5.82277 2.01386 -20.29981
29 H 7.41126 3.37896 -19.25062
30 H 8.15223 2.42950 -20.43038
31 C 7.99777 7.26547 -18.14977
32 Cl 7.12012 8.74301 -18.60074
33 Cl 9.74834 7.56192 -18.14493
34 H 7.67036 6.90846 -17.18038
35 H 7.75298 6.52969 -18.90769
36 C 8.91027 2.47388 -24.28933
37 Cl 8.87757 3.70631 -25.52106
38 Cl 7.53255 2.52170 -23.19009
39 H 9.11146 1.48634 -24.69513
40 H 9.78765 2.68966 -23.68279
41 C 15.78749 5.70113 -21.93563
42 Cl 16.65216 4.49956 -22.84540
43 Cl 14.21029 6.07866 -22.66514
44 H 15.59244 5.37585 -20.91907
45 H 16.31832 6.64617 -21.92715
46 C 12.63972 4.59721 -17.63315
47 Cl 14.12044 4.24313 -18.59256
48 Cl 12.37939 3.38028 -16.36884
49 H 12.90291 5.52697 -17.14930
50 H 11.78105 4.59109 -18.28891
51 C 13.78066 8.76541 -19.33544
52 Cl 15.50954 8.58452 -19.65783
53 Cl 13.28591 8.22866 -17.72497
54 H 13.49027 9.80150 -19.46607
55 H 13.25551 8.18813 -20.08961

Properties
- HOMO (alpha / beta) (Ha) = -0.292 / -0.294
- E (Eh) = -11578.19479
- multiplicity = 3
- frontier orbital gap (alpha / beta) (eV) = 6.230 / 6.274
- max |F| (eV Å⁻¹) = 9.76
- energy above the lowest of the compared OMol25 structures with the same formula, charge and spin (kcal/mol) = 0.0

Here are the Mulliken charges for atoms 1 to 2, given in e: number 1, Y, carries 1.202; number 2, Y, carries 1.395



Q: The highest max |F| belongs to which entry?
A: C7H15AsCl12F6NiO9P2Y2